{"formula": "C13H26F12N2O14S4Ti", "method": "wB97M-V/def2-TZVPD", "symbols": ["Ti", "C", "C", "C", "O", "C", "N", "H", "H", "H", "H", "H", "H", "H", "H", "H", "H", "H", "H", "C", "N", "C", "C", "C", "C", "O", "H", "H", "H", "H", "H", "H", "H", "H", "H", "H", "H", "H", "H", "H", "C", "F", "F", "F", "S", "O", "O", "O", "C", "F", "F", "F", "S", "O", "O", "O", "C", "F", "F", "F", "S", "O", "O", "O", "C", "F", "F", "F", "S", "O", "O", "O"], "coordinates": [[-14.06825, 10.37415, -4.68560], [-11.93215, 12.30595, -9.83307], [-11.57196, 11.66382, -8.43524], [-12.39917, 12.12792, -7.17739], [-12.20047, 11.17001, -6.09176], [-10.86800, 11.27710, -5.52094], [-11.69297, 10.15727, -8.74349], [-11.86346, 9.59029, -7.92522], [-12.46154, 10.10900, -9.39699], [-10.86495, 9.76990, -9.17294], [-11.26157, 11.89740, -10.58905], [-11.94627, 13.39586, -9.83467], [-12.86965, 11.84583, -10.14531], [-10.50940, 11.87194, -8.30975], [-13.44162, 12.03739, -7.48270], [-12.07654, 13.15245, -6.99209], [-10.60166, 12.30508, -5.27515], [-10.18412, 10.87181, -6.26669], [-10.79464, 10.63264, -4.64493], [-17.49491, 5.26542, -3.90503], [-16.96467, 6.23604, -4.96809], [-18.15406, 7.16895, -5.39990], [-15.86072, 7.11464, -4.23589], [-16.31381, 5.54281, -6.21698], [-15.48898, 4.23153, -6.04322], [-14.42066, 4.48473, -5.11484], [-16.74195, 4.69140, -3.36499], [-18.26617, 4.61842, -4.32295], [-18.04127, 5.87950, -3.18914], [-18.95473, 6.63894, -5.91577], [-17.68813, 7.93040, -6.02537], [-18.45442, 7.81567, -4.57550], [-15.44599, 7.83643, -4.93953], [-15.07675, 6.41751, -3.94009], [-16.35356, 7.56587, -3.37472], [-15.78535, 6.31537, -6.77553], [-17.18662, 5.40938, -6.85612], [-15.29967, 3.85897, -7.04993], [-16.14515, 3.52932, -5.52900], [-13.86501, 5.16469, -5.50281], [-18.18092, 10.68259, -3.59060], [-18.66022, 9.70870, -2.83433], [-18.20461, 10.27448, -4.84515], [-19.03038, 11.72889, -3.43343], [-16.38495, 11.11450, -3.03062], [-15.61212, 9.87291, -2.94686], [-15.79418, 11.98235, -4.05189], [-16.64767, 11.74408, -1.71608], [-10.48779, 7.04401, -4.37275], [-10.99944, 6.42549, -3.28200], [-9.71304, 8.11832, -4.06941], [-9.74911, 6.04507, -4.95377], [-11.95615, 7.68569, -5.57167], [-12.75864, 8.56522, -4.70855], [-11.16043, 8.35102, -6.62819], [-12.82533, 6.62157, -6.08016], [-10.49586, 13.09646, -2.51769], [-10.04742, 13.74082, -1.38153], [-10.26320, 13.81928, -3.59715], [-9.83000, 11.99016, -2.58656], [-12.43656, 12.78358, -2.24855], [-12.81441, 11.64039, -3.09588], [-12.64196, 12.43983, -0.84657], [-13.06929, 14.06718, -2.62860], [-16.92049, 11.35955, -7.96673], [-17.00249, 11.83770, -9.22957], [-16.35949, 12.35880, -7.26743], [-18.24455, 11.08486, -7.56968], [-15.76132, 9.87986, -8.00766], [-16.57808, 8.73013, -8.54010], [-14.63925, 10.26654, -8.89440], [-15.31975, 9.78960, -6.58029]], "forces_ev_per_angstrom": [[-0.2, 0.7, -0.2], [-0.2, -1.1, 1.1], [0.5, 0.4, -1.3], [0.5, -2.4, -1.2], [0.4, 1.6, -0.4], [-0.4, -0.6, -0.7], [0.0, 1.6, 0.2], [-0.3, -0.6, 1.1], [-0.7, -0.6, 0.0], [0.4, 0.1, -0.2], [0.6, 0.4, 0.1], [-0.1, -0.2, 0.0], [-0.6, 0.7, 0.2], [0.0, -0.3, 0.4], [-0.1, 0.3, 0.5], [-0.2, 0.0, 0.5], [-0.2, 0.0, -0.1], [0.4, 0.1, 0.1], [-0.3, 0.1, -0.1], [-0.6, 0.7, -0.5], [0.6, 0.1, 1.0], [2.2, 0.3, 0.0], [-1.0, -1.1, -0.6], [-1.3, 0.4, -0.3], [-1.2, 1.9, 2.1], [-0.8, -1.0, -1.1], [0.3, 0.2, -0.5], [0.3, -0.1, -0.4], [0.3, 0.1, 0.1], [0.2, -0.1, 0.3], [0.0, -0.4, -0.7], [-0.3, -0.8, 0.5], [-0.3, 0.1, 0.0], [-0.2, 0.1, 0.0], [0.2, 0.2, -0.2], [0.4, 0.2, 0.5], [-0.1, -0.7, -0.1], [0.7, 0.0, 0.1], [0.1, -0.3, -0.2], [0.7, 0.5, -0.1], [0.7, 1.3, 0.7], [-0.1, -0.8, 0.4], [-0.1, 0.0, -0.7], [0.9, -0.5, -0.4], [-0.4, 1.8, 2.8], [-0.6, -0.4, -0.5], [-0.5, -0.3, -0.1], [0.2, -1.1, -2.4], [-1.0, -1.3, -0.7], [0.3, 1.4, -0.4], [-0.8, -1.5, -0.1], [-0.4, 1.7, 0.1], [-0.5, 0.5, -0.3], [1.6, -0.5, -0.2], [-0.6, -0.5, 1.0], [1.4, -0.1, 0.5], [0.9, 2.0, 1.7], [-1.1, -0.5, -1.8], [-0.2, 0.2, 0.3], [-0.6, -0.9, -0.2], [-1.2, -7.3, 2.3], [1.3, 2.2, 0.3], [0.9, 1.5, -1.3], [-0.1, 2.7, -1.0], [-1.0, 0.6, -1.0], [-0.3, -0.5, 0.3], [-0.8, -0.9, 0.3], [2.9, 0.5, -0.3], [0.2, -2.5, 0.4], [1.7, 2.8, 1.6], [-1.2, 0.1, 0.8], [-1.0, -0.3, -2.0]], "s2": 6.011, "e_above_lowest_ev": 0.857, "spin_multiplicity": 5, "total_energy_ev": -144606.9148}

***

{"formula": "C49H30BrCaF4N5O2PS", "method": "wB97M-V/def2-TZVPD", "symbols": ["Ca", "O", "C", "N", "C", "C", "C", "C", "C", "C", "N", "C", "O", "C", "C", "C", "C", "C", "N", "C", "C", "C", "C", "C", "N", "H", "H", "H", "H", "H", "H", "H", "H", "H", "H", "H", "H", "F", "C", "C", "F", "C", "F", "C", "P", "C", "C", "C", "C", "C", "C", "C", "C", "C", "C", "C", "C", "C", "Br", "C", "F", "H", "H", "H", "H", "H", "H", "H", "H", "H", "H", "S", "C", "C", "C", "C", "C", "C", "N", "C", "C", "C", "C", "C", "C", "C", "H", "H", "H", "H", "H", "H", "H", "H"], "coordinates": [[1.00830, 0.82440, 0.71535], [-2.39567, 3.27222, -0.70430], [-1.33688, 2.63193, -0.73950], [-0.39827, 2.47951, 0.18669], [-0.40682, 3.28436, 1.34938], [-0.50951, 4.67286, 1.27323], [-0.40179, 5.46872, 2.40059], [-0.20067, 4.87572, 3.64061], [-0.10041, 3.49816, 3.74274], [-0.19023, 2.67645, 2.61434], [0.04189, 1.29000, 2.63111], [-0.11554, 0.53168, 3.70586], [-0.67266, 0.77009, 4.78550], [0.57581, -0.82803, 3.57193], [0.79028, -1.54666, 4.74377], [1.54053, -2.70636, 4.70247], [2.05925, -3.12033, 3.48498], [1.75987, -2.37294, 2.36081], [1.02366, -1.26141, 2.38158], [-1.01288, 1.89253, -2.02800], [-1.62998, 2.31176, -3.20277], [-1.30845, 1.68458, -4.39262], [-0.38179, 0.65232, -4.37151], [0.17836, 0.30092, -3.15594], [-0.11916, 0.89843, -2.00240], [-0.66858, 5.12041, 0.30021], [-0.47021, 6.54691, 2.31258], [-0.12411, 5.48592, 4.53336], [0.05433, 3.03323, 4.70616], [0.36566, -1.15586, 5.65780], [1.73062, -3.27385, 5.60553], [2.68080, -4.00168, 3.40060], [2.13418, -2.68281, 1.39255], [-2.35295, 3.11234, -3.13692], [-1.77286, 1.99097, -5.32219], [-0.09098, 0.13223, -5.27471], [0.91529, -0.49376, -3.11100], [-0.08672, -7.03826, -0.98244], [-0.48969, -5.77412, -0.86852], [-1.82107, -5.48609, -0.64495], [-2.70500, -6.48002, -0.54668], [-2.22876, -4.16658, -0.54363], [-3.54105, -3.96775, -0.40145], [-1.34104, -3.10106, -0.61778], [-1.82100, -1.32337, -0.34122], [-2.86766, -1.01900, -1.81744], [-2.75753, -1.77034, -2.98504], [-3.49945, -1.44148, -4.11142], [-4.35389, -0.34939, -4.08897], [-4.44076, 0.42924, -2.94367], [-3.69257, 0.10758, -1.82155], [-3.03317, -1.49500, 1.03912], [-2.44711, -1.61657, 2.29569], [-3.22097, -1.75683, 3.43813], [-4.60267, -1.76894, 3.33213], [-5.19868, -1.63503, 2.08463], [-4.42232, -1.49730, 0.94392], [-0.01021, -3.42177, -0.87848], [1.30455, -2.09542, -1.17690], [0.41156, -4.73582, -1.00149], [1.68623, -5.04411, -1.25649], [-2.08807, -2.62135, -3.02278], [-3.40194, -2.03846, -5.00976], [-4.93998, -0.09902, -4.96440], [-5.08049, 1.30252, -2.92580], [-3.73524, 0.75009, -0.94967], [-1.37127, -1.58706, 2.37704], [-2.73882, -1.82917, 4.40487], [-5.21627, -1.87522, 4.21827], [-6.27829, -1.64009, 1.99595], [-4.90685, -1.41049, -0.01868], [5.33962, 0.69617, -1.90053], [4.36415, 1.54199, -3.05289], [4.63936, 1.84270, -4.38283], [3.72454, 2.60918, -5.08249], [2.56275, 3.07487, -4.46013], [2.28542, 2.76375, -3.14297], [3.18539, 1.97374, -2.42859], [3.05683, 1.60939, -1.09481], [4.11055, 0.98615, -0.66125], [4.34250, 0.62494, 0.74554], [5.63684, 0.27261, 1.15784], [5.89179, 0.05927, 2.49691], [4.85425, 0.22578, 3.41394], [3.58074, 0.55703, 2.97419], [3.24511, 0.74595, 1.61918], [5.54837, 1.48954, -4.85370], [3.92067, 2.86336, -6.11687], [1.86562, 3.68703, -5.01852], [1.39402, 3.12655, -2.64782], [6.44651, 0.19261, 0.43729], [6.88640, -0.21197, 2.83079], [5.05252, 0.09158, 4.47310], [2.80386, 0.67848, 3.72621]], "forces_ev_per_angstrom": [[0.7, -1.1, -1.7], [-0.1, 0.2, -0.1], [0.1, -0.1, 0.3], [-0.5, 0.8, -0.1], [-0.3, 0.0, 0.2], [0.0, 0.0, 0.0], [0.0, 0.0, 0.0], [0.0, 0.0, 0.0], [0.0, -0.1, 0.1], [-0.2, 0.2, 0.0], [-0.5, 0.2, 0.8], [-0.1, 0.1, -0.1], [0.0, 0.0, 0.1], [0.1, -0.1, 0.0], [0.0, -0.1, 0.0], [0.0, 0.0, 0.0], [0.0, 0.0, 0.1], [-0.1, 0.0, -0.1], [0.0, 0.2, 0.2], [0.1, 0.0, 0.0], [0.0, -0.1, 0.0], [0.0, 0.0, 0.0], [0.0, 0.1, 0.0], [0.0, 0.1, -0.1], [0.1, 0.0, -0.1], [0.0, 0.0, 0.0], [0.0, 0.0, 0.0], [0.0, 0.0, 0.0], [0.0, 0.0, 0.0], [0.0, 0.0, 0.0], [0.0, 0.0, 0.0], [0.0, 0.0, 0.0], [0.0, 0.0, 0.0], [0.0, 0.0, 0.0], [0.0, 0.0, 0.0], [0.0, 0.0, 0.0], [-0.1, 0.2, -0.1], [0.0, 0.0, 0.0], [0.0, 0.0, 0.0], [0.0, 0.0, 0.0], [0.0, 0.0, 0.0], [-0.1, 0.0, 0.0], [0.1, 0.0, 0.0], [-0.1, 0.2, 0.0], [-0.3, 0.0, 0.2], [0.1, 0.0, 0.0], [-0.1, 0.0, 0.0], [0.0, 0.0, 0.0], [0.0, 0.0, 0.0], [0.0, 0.0, 0.0], [0.0, 0.0, 0.1], [0.1, -0.1, -0.1], [0.0, 0.0, 0.0], [0.0, 0.0, 0.0], [0.0, 0.0, 0.0], [0.0, 0.0, 0.0], [0.0, 0.0, 0.0], [0.2, 0.0, 0.0], [0.1, -0.2, 0.2], [0.1, 0.0, 0.0], [0.0, 0.0, 0.0], [0.0, 0.0, 0.0], [0.0, 0.0, 0.0], [0.0, 0.0, 0.0], [0.0, 0.0, 0.0], [0.0, 0.1, 0.0], [0.0, 0.0, 0.0], [0.0, 0.0, 0.0], [0.0, 0.0, 0.0], [0.0, 0.0, 0.0], [0.0, 0.0, -0.1], [0.0, 0.0, 0.1], [0.0, 0.0, 0.0], [0.0, 0.0, 0.0], [0.0, 0.0, 0.0], [0.0, 0.0, 0.0], [-0.1, 0.0, 0.0], [0.1, -0.1, 0.0], [0.0, -0.1, 0.0], [0.1, 0.1, -0.2], [0.0, 0.0, 0.1], [0.0, 0.0, -0.1], [0.0, 0.0, 0.0], [0.0, 0.0, 0.0], [0.0, -0.1, -0.1], [0.8, 0.0, 0.3], [0.0, 0.0, 0.0], [0.0, 0.0, 0.0], [0.0, 0.0, 0.0], [0.0, 0.0, 0.0], [0.0, 0.0, 0.0], [0.0, 0.0, 0.0], [0.0, 0.0, 0.0], [0.0, 0.0, 0.0]], "e_above_lowest_ev": 1.163, "total_charge": -1, "spin_multiplicity": 1, "total_energy_ev": -182325.9920}